17
Properties=species:S:1:pos:R:3:lowdin_charge:R:1 method="wB97M-V/def2-TZVPD" relative_energy_kcal_mol=12.1 charge=-1 e_tot_ha=-383.7865 homo_lumo_gap_ev=8.4 lumo_ev=4.06 e_homo_ev=-4.3
C -1.241 0.419 0.054 -0.45
O -0.108 -2.941 0.480 -0.10
H 0.752 0.498 1.317 -0.03
O 1.198 0.854 2.178 -0.17
H -1.659 2.255 -1.184 0.04
H -2.186 0.863 -2.010 0.04
H 2.845 -0.319 -0.109 0.02
H -1.679 1.042 0.856 0.09
O -0.029 -0.136 0.202 -0.34
H 0.723 -3.039 -0.015 0.02
C -1.409 1.184 -1.310 -0.11
H -2.053 -0.354 -0.080 0.09
H 1.551 1.764 2.064 0.01
H 0.023 -2.002 0.695 -0.01
O 2.320 -0.714 -0.819 -0.11
H -0.443 1.238 -1.810 0.05
H 1.395 -0.611 -0.509 -0.03


17
Properties=species:S:1:pos:R:3:lowdin_charge:R:1 method="wB97M-V/def2-TZVPD" relative_energy_kcal_mol=13.9 charge=0 spin_multiplicity=2 e_tot_ha=-383.6425 homo_lumo_gap_ev="11.3 / 7.5" lumo_ev="0.55 / -3.27" e_homo_ev="-10.8 / -10.7"
H -0.517 -0.125 3.197 0.03
H -1.460 -1.079 -0.429 0.16
H -1.373 0.709 -1.734 0.08
H 0.350 0.692 -2.150 0.08
H -0.202 1.175 0.899 -0.03
O -1.115 -0.792 2.843 -0.07
H 3.395 -0.184 0.173 0.05
H -0.825 -0.880 1.915 -0.02
H 0.181 -1.738 -0.994 0.13
C -0.532 0.042 -1.990 -0.06
H 2.010 0.006 -0.122 0.01
H -1.006 2.407 0.604 0.02
O -0.523 2.023 1.346 -0.09
H -0.720 -0.601 -2.849 0.08
O -0.011 -0.292 0.495 -0.06
C -0.411 -0.865 -0.715 -0.27
O 2.759 -0.499 -0.489 -0.05


21
Properties=species:S:1:pos:R:3:lowdin_charge:R:1 method="wB97M-V/def2-TZVPD" relative_energy_kcal_mol=116.2 charge=+1 spin_multiplicity=3 e_tot_ha=-3152.4254 homo_lumo_gap_ev="4.8 / 2.7" lumo_ev="-8.19 / -10.12" e_homo_ev="-13.0 / -12.8"
H -0.559 1.736 0.899 0.11
H -3.878 -0.789 0.476 0.07
Pt 0.618 -3.746 -1.712 0.89
O 0.240 3.516 1.412 -0.06
H 2.245 1.979 2.020 0.13
H -3.327 -2.790 -1.552 0.01
H 1.957 1.706 0.304 0.12
H -2.476 -1.314 0.155 -0.06
H 2.437 -0.672 -1.335 -0.07
H 0.876 3.958 1.983 0.09
C 0.229 2.104 1.556 -0.25
H 3.008 -0.232 -2.686 0.06
O -3.407 -1.546 0.106 -0.05
H -2.487 -1.988 -2.543 -0.03
C 1.599 1.462 1.307 -0.24
O -3.121 -2.707 -2.494 -0.08
O 1.604 0.084 1.624 -0.06
H -0.082 1.911 2.585 0.12
O 3.114 -0.889 -1.985 -0.08
Br -0.072 -1.398 -0.915 0.41
H 1.481 -0.387 0.795 -0.04


21
Properties=species:S:1:pos:R:3:lowdin_charge:R:1 method="wB97M-V/def2-TZVPD" relative_energy_kcal_mol=21.9 charge=0 e_tot_ha=-702.4306 homo_lumo_gap_ev=5.5 lumo_ev=-0.73 e_homo_ev=-6.2
O 1.627 -1.527 -1.070 -0.09
O -1.123 1.522 0.526 -0.47
H -2.979 -1.329 1.175 0.07
O -1.255 -1.373 0.020 -0.46
H 1.874 1.812 -1.400 0.07
H -0.181 1.348 -2.705 0.07
C -2.217 0.796 1.055 -0.38
H 1.618 0.285 2.138 0.07
C -2.015 -0.831 1.070 -0.40
H -2.331 1.186 2.067 0.07
H 2.141 -1.042 1.634 0.05
O -0.179 0.514 -2.235 -0.10
O 1.788 1.354 -0.564 -0.11
Cd 0.237 0.043 -0.308 1.29
H 2.350 -1.863 -0.541 0.05
H -3.115 1.071 0.501 0.07
H -0.513 -0.120 -2.870 0.08
H 1.826 -1.818 -1.960 0.07
H 2.578 1.591 -0.078 0.07
O 1.396 -0.446 1.562 -0.08
H -1.526 -1.172 1.982 0.06


19
Properties=species:S:1:pos:R:3:lowdin_charge:R:1 method="wB97M-V/def2-TZVPD" charge=+1 e_tot_ha=-693.5392 homo_lumo_gap_ev=7.6 lumo_ev=-3.49 e_homo_ev=-11.0
H 0.424 0.678 -0.863 -0.17
Hf -1.177 0.229 -0.269 0.98
C -1.851 2.000 -1.397 -0.36
H 4.362 -1.052 0.039 0.12
N 3.537 -0.474 0.021 0.14
H -3.264 -0.496 1.559 0.08
H 3.638 0.537 0.039 0.13
H -1.769 -1.005 -1.259 -0.15
H -2.378 0.707 2.274 0.08
H -2.946 2.004 -1.581 -0.01
S 0.925 -0.204 0.893 0.46
N 2.436 -2.433 0.272 0.13
H -1.595 2.944 -0.877 -0.01
H -1.370 2.027 -2.388 -0.01
N -2.805 0.410 1.383 -0.03
C 2.372 -1.102 0.273 -0.72
H -3.550 1.090 1.143 0.09
H 3.369 -2.843 0.246 0.13
H 1.642 -3.018 0.492 0.12


19
Properties=species:S:1:pos:R:3:lowdin_charge:R:1 method="wB97M-V/def2-TZVPD" relative_energy_kcal_mol=0.0 charge=+1 spin_multiplicity=3 e_tot_ha=-390.7497 homo_lumo_gap_ev="7.8 / 7.7" lumo_ev="-4.19 / -3.59" e_homo_ev="-12.0 / -11.2"
H -1.301 1.296 -0.384 -0.08
H 1.004 0.279 4.041 0.12
H -1.721 -0.155 1.927 0.10
H 2.213 -0.212 2.882 0.12
H 0.971 -1.987 -2.170 0.07
C -0.846 1.366 -3.023 -0.12
C 0.303 -0.326 2.185 -0.61
H -1.155 0.234 3.532 0.12
N 0.882 -1.551 -1.254 -0.10
H 1.828 -1.433 -0.888 0.07
H 0.028 1.624 -2.272 -0.05
N 1.245 -0.148 3.154 0.18
H -1.349 0.456 -2.552 -0.04
H 0.431 -2.230 -0.636 0.07
O 0.610 -0.705 1.030 -0.13
Mo -0.223 0.315 -1.161 0.96
H -0.411 1.103 -3.986 0.07
N -0.977 -0.135 2.612 0.18
H -1.533 2.209 -3.035 0.07


18
Properties=species:S:1:pos:R:3:lowdin_charge:R:1 method="wB97M-V/def2-TZVPD" relative_energy_kcal_mol=16.0 charge=0 e_tot_ha=-343.3677 smiles=NCCN.O.O homo_lumo_gap_ev=10.0 lumo_ev=0.67 e_homo_ev=-9.4
H 2.203 0.579 0.164 0.11
C 1.150 0.277 0.231 -0.28
O -2.149 2.072 0.594 -0.08
N 0.531 1.030 1.346 -0.02
H 0.569 1.685 -1.313 0.10
O -1.537 -3.299 0.964 -0.06
H -2.246 -2.737 1.273 0.03
H 0.927 -0.843 -2.533 0.06
H -1.515 -4.179 1.345 0.03
C 0.578 0.607 -1.139 -0.30
H 1.098 1.005 2.190 0.07
H 1.072 -0.798 0.408 0.11
H -0.367 0.604 1.532 0.06
H 2.290 -0.308 -1.850 0.06
H -0.434 0.242 -1.257 0.10
H -2.367 1.879 -0.331 0.03
N 1.385 -0.003 -2.206 -0.02
H -1.188 2.186 0.581 -0.01


19
Properties=species:S:1:pos:R:3:lowdin_charge:R:1 method="wB97M-V/def2-TZVPD" relative_energy_kcal_mol=32.5 charge=-1 spin_multiplicity=2 e_tot_ha=-418.5464 homo_lumo_gap_ev="2.4 / 6.5" lumo_ev="3.28 / 3.20" e_homo_ev="0.9 / -3.3"
H 3.787 -1.666 1.123 0.03
H -1.907 -1.780 1.432 0.02
H 2.330 -2.097 0.184 0.03
H -2.237 0.135 -3.023 0.03
O -2.063 0.987 -3.444 -0.07
H -0.677 -1.045 1.004 0.01
N 2.079 -0.642 1.765 -0.19
H -3.039 1.432 0.398 0.03
C 1.735 0.336 0.915 -0.48
O -1.472 -1.466 0.632 -0.11
H -2.144 2.575 0.023 0.03
H 2.340 -0.238 -0.950 0.04
N 1.504 0.117 -0.491 -0.05
O -3.077 2.365 0.153 -0.08
H 2.547 -2.692 1.844 0.03
H -2.505 1.576 -2.819 0.02
C 2.679 -1.827 1.188 -0.32
H 1.177 0.913 -1.012 0.03
H 1.785 1.340 1.268 -0.01


19
Properties=species:S:1:pos:R:3:lowdin_charge:R:1 method="wB97M-V/def2-TZVPD" relative_energy_kcal_mol=24.2 charge=0 e_tot_ha=-418.6006 smiles="[H]/N=C/NC.O.O.O" homo_lumo_gap_ev=9.7 lumo_ev=0.74 e_homo_ev=-9.0
N 0.950 0.472 -1.295 -0.11
C 1.127 0.391 0.073 -0.34
H -1.346 -2.099 -0.830 0.06
O -2.142 -0.544 1.189 -0.07
H -0.256 -1.081 -1.468 0.02
H 1.733 0.068 -1.785 0.13
H 0.498 1.044 0.674 0.12
N 2.024 -0.410 0.456 0.09
H 0.604 -1.301 3.478 0.04
H -0.048 2.321 -1.286 0.08
O 0.674 -0.376 3.230 -0.06
C 0.114 1.485 -1.948 -0.08
H 0.717 1.833 -2.786 0.08
H 2.085 -0.712 1.415 0.02
H -3.025 -0.253 1.387 0.03
H -0.792 1.043 -2.342 0.07
O -1.168 -1.231 -1.198 -0.06
H -0.095 -0.192 2.676 0.01
H -1.654 -0.457 0.362 -0.02


19
Properties=species:S:1:pos:R:3:lowdin_charge:R:1 method="wB97M-V/def2-TZVPD" relative_energy_kcal_mol=24.7 charge=0 e_tot_ha=-418.5997 smiles="C/N=C/N.O.O.O" homo_lumo_gap_ev=9.1 lumo_ev=0.44 e_homo_ev=-8.7
O 0.291 1.490 3.150 -0.06
O -0.429 -1.120 1.440 -0.06
H -1.466 1.659 -3.018 0.06
H 3.803 0.222 2.693 0.03
N -1.504 -2.077 -1.713 0.09
H -1.935 -0.661 -3.161 0.13
N -0.758 0.134 -1.732 -0.05
H 2.949 1.469 2.484 0.02
H 0.014 2.058 -2.167 0.07
H 0.525 -1.266 1.467 0.05
H 0.031 0.962 -3.523 0.07
C -0.540 1.232 -2.640 -0.17
H -2.127 -2.716 -2.169 0.08
H -0.759 -1.754 2.100 0.06
H 0.268 2.144 2.446 0.04
O 3.622 0.921 2.059 -0.06
H 0.177 0.635 2.719 0.00
H -1.091 -2.376 -0.843 0.07
C -1.522 -0.778 -2.143 -0.34


20
Properties=species:S:1:pos:R:3:lowdin_charge:R:1 method="wB97M-V/def2-TZVPD" relative_energy_kcal_mol=6.5 charge=-1 spin_multiplicity=2 e_tot_ha=-493.8620 homo_lumo_gap_ev="2.8 / 10.2" lumo_ev="3.41 / 3.34" e_homo_ev="0.6 / -6.8"
N 1.728 -0.123 0.888 0.16
O 0.026 -1.412 1.646 -0.02
O 2.043 1.888 -1.381 -0.16
H 1.976 0.535 0.157 0.05
H 2.058 2.846 -1.399 0.02
C 0.077 -1.049 -0.695 -0.22
O -1.841 3.176 -0.332 -0.39
H -0.675 -3.017 2.199 0.00
H 0.936 -1.583 -1.102 0.11
C 0.528 -0.745 0.742 -0.54
H -1.212 0.550 -0.844 0.02
O -0.772 -3.949 2.534 -0.11
H -2.141 3.186 -1.267 -0.07
H 1.145 1.517 -1.504 -0.02
N -0.369 0.223 -1.310 -0.03
H -0.786 -1.705 -0.590 0.10
H -0.562 0.035 -2.290 0.03
H -2.478 3.664 0.205 -0.05
H -1.733 -4.066 2.513 0.02
H 2.052 0.030 1.830 0.10


18
Properties=species:S:1:pos:R:3:lowdin_charge:R:1 method="wB97M-V/def2-TZVPD" charge=+1 spin_multiplicity=3 e_tot_ha=-536.7432 homo_lumo_gap_ev="6.0 / 5.6" lumo_ev="-3.77 / -8.89" e_homo_ev="-9.8 / -14.4"
H 0.914 2.430 2.587 0.01
N -1.705 1.103 -0.152 -0.04
H -1.920 1.823 -0.784 0.03
H 1.378 -0.862 -0.940 0.07
N -1.015 -2.941 -1.936 0.10
H -2.658 -1.688 -2.366 0.14
H -1.018 -2.972 -2.988 0.14
H -2.677 -2.373 -0.755 0.09
N 0.738 -0.092 -0.701 -0.05
H -2.253 0.933 0.674 0.05
H 2.603 2.478 2.066 0.04
H 1.859 0.889 2.302 -0.01
C 1.847 1.906 2.633 -0.04
H 2.183 1.793 3.633 0.01
C -1.947 -1.894 -1.463 -0.28
H 1.105 0.343 0.060 -0.02
Si -0.917 -0.245 -0.767 0.60
H -1.467 -3.930 -1.882 0.17